{
  "formula": "C17H50F6N4O13Y",
  "method": "ωB97M-V with the def2-TZVPD basis set",
  "species": ["Y", "C", "O", "O", "C", "F", "F", "F", "C", "C", "H", "H", "H", "H", "H", "H", "C", "O", "O", "C", "F", "F", "F", "C", "C", "H", "H", "H", "H", "H", "H", "C", "C", "C", "O", "C", "N", "H", "H", "H", "H", "H", "H", "H", "H", "H", "H", "H", "C", "C", "C", "O", "C", "N", "H", "H", "H", "H", "H", "H", "H", "H", "H", "H", "H", "O", "H", "H", "O", "H", "H", "O", "H", "H", "O", "H", "H", "O", "H", "H", "O", "H", "H", "C", "O", "N", "N", "H", "H", "H", "H"],
  "positions_angstrom": [[8.443, 1.615, -1.532], [4.676, 6.497, -2.327], [4.625, 7.552, -1.370], [5.727, 5.612, -1.974], [3.162, 5.918, -2.526], [3.168, 4.954, -3.520], [2.770, 5.294, -1.408], [2.230, 6.816, -2.919], [4.595, 8.826, -2.022], [4.356, 9.998, -1.017], [4.979, 9.794, -0.147], [4.439, 10.958, -1.527], [3.365, 9.973, -0.566], [3.800, 8.897, -2.764], [5.542, 9.002, -2.533], [4.951, 6.802, -3.337], [3.287, -1.213, 0.528], [3.586, -1.910, 1.789], [4.519, -0.852, -0.029], [2.084, -1.880, -0.287], [0.981, -2.035, 0.488], [1.607, -0.961, -1.147], [2.429, -2.952, -0.951], [3.551, -3.401, 1.892], [3.209, -3.740, 3.322], [4.015, -3.535, 4.026], [2.299, -3.220, 3.623], [3.209, -4.817, 3.495], [4.493, -3.899, 1.662], [2.751, -3.820, 1.281], [2.926, -0.211, 0.758], [-2.361, 0.281, -6.386], [-3.745, 1.054, -6.378], [-4.385, 1.211, -4.933], [-5.640, 1.799, -4.785], [-5.717, 3.200, -5.005], [-3.462, 2.325, -7.038], [-1.703, 0.423, -7.243], [-2.364, -0.786, -6.164], [-1.700, 0.815, -5.702], [-4.403, 0.492, -7.041], [-3.771, 1.866, -4.315], [-4.462, 0.201, -4.531], [-5.183, 3.786, -4.258], [-6.774, 3.251, -4.744], [-5.665, 3.541, -6.039], [-3.272, 2.139, -8.012], [-4.403, 2.670, -7.163], [-5.634, -2.510, 4.651], [-5.663, -1.517, 5.809], [-4.332, -0.594, 5.777], [-3.156, -1.432, 5.742], [-2.897, -2.095, 6.983], [-6.791, -0.623, 5.704], [-6.560, -3.074, 4.539], [-4.761, -3.163, 4.643], [-5.543, -1.997, 3.693], [-5.802, -1.971, 6.790], [-4.322, -0.063, 6.729], [-4.412, 0.098, 4.938], [-3.664, -2.862, 7.081], [-2.710, -1.358, 7.764], [-1.967, -2.640, 6.821], [-6.631, -0.199, 4.801], [-7.600, -1.164, 5.436], [1.421, -0.124, 5.657], [0.543, -0.450, 5.457], [2.005, -0.668, 5.129], [7.757, 2.003, 2.385], [8.165, 2.160, 3.237], [6.826, 1.900, 2.581], [3.376, -1.089, -5.813], [3.574, -1.828, -6.389], [3.269, -1.483, -4.947], [-4.413, -3.502, -1.263], [-4.665, -4.339, -1.653], [-3.458, -3.487, -1.324], [2.909, -5.659, -5.278], [2.184, -5.443, -4.692], [2.492, -5.837, -6.121], [4.383, 4.705, 2.050], [3.996, 4.061, 1.456], [4.813, 5.336, 1.473], [-1.087, -8.164, 3.089], [-1.124, -7.613, 4.167], [-1.412, -9.394, 2.957], [-0.899, -7.664, 1.895], [-2.296, -9.578, 2.504], [-0.948, -10.126, 3.474], [-0.933, -8.220, 1.053], [-0.804, -6.663, 1.795]],
  "orbital_gap_ev": 1.5,
  "total_energy_ha": -2511.52837,
  "total_charge": 1,
  "e_homo_ev": -10.43
}